Record 1
The following is a quantum chemistry calculation of an isolated ion of composition C5H9N2O2S and charge -1, from OMol25.

XYZ file:
```
19
Properties=species:S:1:pos:R:3
H 1.25 1.79 1.53
N 1.95 1.09 1.27
C 1.58 0.51 0.20
C 2.43 -0.61 -0.35
C 0.29 0.81 -0.52
C -0.89 0.02 0.09
N -1.41 -0.97 -0.90
S -1.59 -2.57 -0.29
C -2.03 0.99 0.50
O -2.18 1.17 1.72
O -2.62 1.50 -0.47
H 3.48 -0.41 -0.16
H 2.15 -1.55 0.13
H 2.27 -0.72 -1.42
H 0.38 0.57 -1.58
H 0.09 1.88 -0.44
H -0.54 -0.51 0.98
H -2.35 -0.65 -1.14
H -2.27 -2.35 0.85
```

Output
- Molar mass: 161.21 Da
- E: -854.15205 Ha
- SMILES: [H]/N=C(/C)C[C@H](NS)C(=O)[O-]
- 2S+1: 1
- HOMO level: -4.56 eV
- Max |F|: 0.015 hartree/bohr
- Net charge: -1

Record 2
The following is a quantum chemistry calculation of one molecule with the formula C14H19ClN2O4S, from OMol25.

XYZ file:
```
41
Properties=species:S:1:pos:R:3
C -2.55 -2.53 -1.04
O -1.98 -1.37 -0.45
C -2.70 -0.24 -0.55
O -3.77 -0.18 -1.09
C -2.00 0.94 0.12
C -2.34 2.26 -0.59
C -3.74 2.75 -0.24
S -4.04 2.90 1.55
C -2.84 4.20 1.98
N -0.57 0.70 0.16
C 0.27 1.47 0.90
O -0.06 2.49 1.47
N 1.58 1.04 0.97
C 2.20 -0.07 0.40
C 3.18 -0.75 1.11
C 3.82 -1.85 0.58
C 3.50 -2.32 -0.69
O 4.05 -3.40 -1.30
C 5.04 -4.13 -0.61
C 2.54 -1.61 -1.42
Cl 2.14 -2.15 -3.01
C 1.90 -0.50 -0.90
H -1.76 -3.27 -1.08
H -3.38 -2.89 -0.44
H -2.91 -2.30 -2.05
H -2.40 1.01 1.15
H -2.27 2.13 -1.67
H -1.60 3.00 -0.27
H -3.93 3.72 -0.69
H -4.49 2.04 -0.58
H -2.98 5.04 1.32
H -3.06 4.49 3.01
H -1.83 3.80 1.92
H -0.28 -0.24 -0.07
H 2.11 1.53 1.67
H 3.44 -0.41 2.11
H 4.58 -2.35 1.17
H 4.65 -4.55 0.32
H 5.92 -3.51 -0.39
H 5.33 -4.94 -1.28
H 1.21 0.04 -1.52
```

Output
- Molar mass: 346.84 Da
- E: -1813.76532 Ha
- SMILES: COC(=O)[C@H](CCSC)NC(=O)Nc1ccc(OC)c(Cl)c1
- 2S+1: 1
- HOMO level: -8.15 eV
- Max |F|: 0.011 hartree/bohr
- Net charge: 0

Record 3
The following is a quantum chemistry calculation of an isolated ion of composition C5H12NO2S and charge +1 at a distorted geometry, from OMol25.

XYZ file:
```
21
Properties=species:S:1:pos:R:3
C 0.37 -1.27 -0.62
C 1.51 -0.14 1.49
C 1.65 1.05 -0.66
C -2.82 -0.55 -0.50
C -0.62 0.92 0.43
N 0.87 0.18 0.20
O -0.24 -1.93 0.17
O -0.39 -0.45 -1.68
S -1.52 0.47 -1.14
H 1.31 -1.49 -1.10
H 2.57 -0.05 1.53
H 1.06 0.44 2.23
H 1.22 -1.11 1.68
H 2.26 1.97 -0.20
H 2.41 0.43 -1.28
H 0.94 1.39 -1.33
H -3.42 -0.13 0.43
H -2.37 -1.41 -0.15
H -3.45 -0.60 -1.37
H -0.38 1.94 0.43
H -0.95 0.35 1.43
```

Output
- Molar mass: 150.22 Da
- E: -800.56812 Ha
- 2S+1: 3
- HOMO level (alpha / beta): -9.61 / -14.92 eV
- Max |F|: 0.130 hartree/bohr
- Net charge: +1

Record 4
The following is a quantum chemistry calculation of C31H45BrErN5O5P3 as an isolated structure at a distorted geometry, from OMol25.

XYZ file:
```
91
Properties=species:S:1:pos:R:3
Er 1.10 0.43 -0.24
O -1.32 -5.38 1.45
C -2.11 -4.67 2.23
O -3.00 -5.16 2.88
C -1.88 -3.19 2.29
C -2.59 -2.38 3.15
N -2.19 -1.13 2.91
N -1.26 -1.04 1.96
C -1.05 -2.30 1.57
C -0.12 -2.56 0.43
O 0.02 -3.71 0.02
O 0.41 -1.54 -0.12
H -0.70 -4.83 0.90
H -3.33 -2.64 3.88
H -2.46 -0.30 3.42
C 4.38 -0.04 2.60
P 2.78 -0.61 1.87
C 3.20 -2.36 1.53
C 1.78 -0.64 3.41
C 1.91 -1.65 4.36
C 1.18 -1.61 5.54
C 0.34 -0.53 5.79
C 0.19 0.46 4.84
C 0.88 0.41 3.64
P 0.57 1.61 2.28
C 1.63 3.00 2.90
C -1.06 2.38 2.62
H 4.67 -0.70 3.41
H 4.28 0.97 2.98
H 5.15 -0.05 1.83
H 3.74 -2.83 2.35
H 3.84 -2.38 0.64
H 2.31 -2.94 1.30
H 2.58 -2.48 4.18
H 1.27 -2.41 6.26
H -0.21 -0.48 6.72
H -0.49 1.29 5.05
H 1.44 3.17 3.96
H 1.40 3.90 2.34
H 2.68 2.76 2.75
H -1.11 2.83 3.61
H -1.87 1.66 2.47
H -1.19 3.15 1.86
Br 4.63 -1.25 -6.18
C 3.85 -0.72 -4.52
C 4.09 0.54 -4.01
C 3.47 0.91 -2.82
C 2.61 0.08 -2.08
C 2.44 -1.21 -2.65
C 3.03 -1.61 -3.84
H 4.74 1.22 -4.53
H 3.70 1.91 -2.46
H 1.83 -1.95 -2.14
H 2.86 -2.60 -4.24
C 0.41 3.08 -3.06
C 0.22 3.22 -1.55
C -0.82 4.30 -1.23
C 1.57 3.65 -0.93
O -0.17 1.98 -0.98
H -0.54 2.88 -3.57
H 1.10 2.27 -3.28
H 0.82 4.01 -3.48
H -0.68 5.17 -1.87
H -0.72 4.63 -0.19
H -1.83 3.93 -1.36
H 1.98 4.50 -1.47
H 2.29 2.82 -0.99
H 1.43 3.93 0.11
C -4.59 -0.34 -2.45
N -3.79 -1.53 -1.96
C -2.87 -1.99 -3.09
N -2.08 -0.92 -3.58
C -2.92 0.17 -4.04
N -3.75 0.68 -2.95
C -2.96 1.37 -1.94
P -1.69 0.29 -1.05
C -2.97 -1.14 -0.79
C -1.05 -0.48 -2.65
H -5.17 0.04 -1.60
H -5.27 -0.69 -3.23
H -4.42 -2.29 -1.72
H -3.51 -2.39 -3.89
H -2.23 -2.79 -2.69
H -3.56 -0.17 -4.85
H -2.28 0.97 -4.41
H -3.64 1.81 -1.21
H -2.41 2.18 -2.42
H -3.64 -0.84 0.02
H -2.43 -2.02 -0.45
H -0.42 -1.34 -2.40
H -0.43 0.26 -3.16
```

Output
- Molar mass: 907.82 Da
- E: -6471.29390 Ha
- 2S+1: 4
- HOMO level (alpha / beta): -10.33 / -10.34 eV
- Max |F|: 0.041 hartree/bohr
- Net charge: +1

Record 5
The following is a quantum chemistry calculation of a 2-piece molecular cluster, C10H16O overall at a distorted geometry, from OMol25.

XYZ file:
```
27
Properties=species:S:1:pos:R:3
C -0.98 -2.95 0.60
C -0.12 -1.69 0.62
C 0.05 -0.85 1.66
C 1.09 0.09 1.61
C 1.89 0.19 0.48
O 2.56 1.41 0.50
C 1.73 -0.69 -0.60
C 0.74 -1.68 -0.48
H -1.88 -3.12 1.17
H -0.27 -3.71 0.96
H -1.48 -3.24 -0.36
H -0.63 -0.93 2.58
H 1.16 0.90 2.33
H 3.51 1.46 0.48
H 2.40 -0.71 -1.41
H 0.57 -2.33 -1.30
C -2.00 0.55 -1.58
C -1.96 1.70 -0.60
C -1.86 3.02 -1.35
H -1.23 0.59 -2.33
H -2.87 0.60 -2.24
H -2.13 -0.47 -1.12
H -2.89 1.72 -0.03
H -1.14 1.56 0.11
H -0.92 3.42 -1.57
H -2.39 3.08 -2.29
H -2.40 3.79 -0.71
```

Output
- Molar mass: 152.24 Da
- E: -465.82091 Ha
- SMILES: Cc1ccc(O)cc1.CCC
- 2S+1: 1
- HOMO level: -8.67 eV
- Max |F|: 0.061 hartree/bohr
- Net charge: 0

Record 6
The following is a quantum chemistry calculation of a 2-piece molecular cluster, CH2NO4S overall at a distorted geometry, from OMol25.

XYZ file:
```
9
Properties=species:S:1:pos:R:3
C -0.09 -0.08 -0.41
N 1.27 -1.11 0.74
O -1.97 1.34 -1.18
O 0.88 -1.70 1.73
O 2.38 -1.16 0.23
O -1.42 1.92 1.13
S -0.91 1.78 -0.23
H -0.76 -1.00 -0.70
H 0.61 0.02 -1.30
```

Output
- Molar mass: 124.10 Da
- E: -792.99966 Ha
- 2S+1: 3
- HOMO level (alpha / beta): -1.87 / -4.44 eV
- Max |F|: 0.062 hartree/bohr
- Net charge: -1

> Which formula does entry 2 have?

C14H19ClN2O4S